No. 1
83
Properties=species:S:1:pos:R:3:forces:R:3:mulliken_spin:R:1 method="wB97M-V/def2-TZVPD" total_charge=+2 relative_energy_kcal_mol=75.2 spin_multiplicity=5 s_squared=6.0323
N -5.034 -1.431 3.463 -0.255 -0.021 -0.058 0.010
C -4.026 -0.694 3.941 -0.336 -0.058 -0.814 -0.004
C -3.438 0.324 3.195 -0.144 0.270 -0.415 0.008
C -3.931 0.603 1.903 -0.840 -0.494 0.293 -0.004
C -4.995 -0.185 1.409 0.208 -0.083 0.567 0.009
C -5.525 -1.188 2.237 0.915 0.794 -0.043 -0.004
C -3.285 1.617 1.073 0.748 -0.371 -1.412 0.041
Fe 0.486 1.617 -1.890 0.083 -2.726 2.909 3.516
P 2.607 0.742 -1.811 -0.709 -0.133 0.366 0.120
C -3.259 1.551 -0.296 0.375 0.145 0.690 -0.014
C -2.190 2.142 -1.130 -0.017 -0.256 0.463 0.019
C -1.942 1.634 -2.425 -1.056 0.228 -0.534 0.074
C -1.052 2.226 -3.334 0.067 0.447 0.911 -0.026
C -0.211 3.262 -2.846 1.012 0.731 -1.125 -0.071
C -0.272 3.653 -1.476 -0.378 0.322 -0.214 0.010
C -1.264 3.087 -0.651 -0.162 0.801 -0.357 0.052
Br 1.349 3.806 -3.991 -1.971 0.406 0.764 0.014
H -2.632 2.319 1.599 -0.036 -0.266 -0.112 0.004
H -3.974 0.907 -0.823 0.532 0.101 0.229 -0.001
H -2.587 0.872 3.602 -0.257 0.001 -0.097 0.000
H -5.400 -0.027 0.406 0.027 -0.031 0.455 0.000
H -3.672 -0.925 4.943 -0.091 -0.030 -0.151 0.000
H -6.353 -1.792 1.873 0.135 -0.038 0.281 0.000
H -2.589 0.829 -2.777 0.258 0.116 0.006 0.022
H -1.387 3.461 0.364 0.196 -0.053 -0.335 0.021
H -0.949 1.834 -4.326 -0.030 0.019 -0.420 0.005
H 0.425 4.395 -1.071 -0.330 -0.257 -0.250 0.007
P -0.090 -1.678 -0.765 -0.152 -0.374 -0.664 0.045
C 3.249 2.299 -1.022 -0.098 0.189 -0.611 0.021
C 4.127 3.136 -1.931 0.377 0.618 -0.088 0.015
H 3.759 1.994 -0.093 -0.215 -0.098 -0.350 -0.003
H 2.371 2.891 -0.690 0.391 -0.272 -0.098 0.002
H 4.468 4.030 -1.389 0.009 -0.235 -0.237 0.001
H 5.008 2.581 -2.280 -0.229 0.235 0.119 -0.001
H 3.544 3.479 -2.800 0.564 -0.171 0.411 -0.002
C 2.369 0.555 -3.639 0.230 0.659 -0.081 -0.007
C 3.630 0.684 -4.469 0.092 0.068 -0.806 0.028
H 1.655 1.342 -3.985 0.419 -0.622 0.312 -0.017
H 1.848 -0.407 -3.809 0.338 0.321 0.348 0.000
H 3.341 0.862 -5.513 0.271 -0.124 0.144 0.002
H 4.241 1.532 -4.143 -0.085 -0.210 -0.143 -0.005
H 4.224 -0.232 -4.428 -0.017 0.172 -0.041 0.000
C 3.746 -0.533 -1.248 -0.078 -0.692 0.237 0.034
C 5.201 -0.166 -1.539 0.311 0.028 -0.097 0.008
H 3.468 -1.484 -1.724 0.047 0.264 0.042 0.000
H 3.581 -0.667 -0.170 0.108 0.060 -0.302 -0.004
H 5.856 -1.013 -1.306 -0.162 0.172 0.001 0.001
H 5.351 0.089 -2.593 0.055 -0.091 0.267 -0.001
H 5.528 0.686 -0.934 -0.024 -0.170 -0.084 0.000
C 0.713 -3.148 0.042 -0.143 0.372 0.208 0.030
C 2.105 -3.533 -0.440 0.268 -0.059 0.028 -0.001
H 0.015 -3.981 -0.113 0.116 0.128 0.068 0.000
H 0.732 -2.913 1.115 -0.012 -0.308 -0.113 0.003
H 2.304 -4.580 -0.183 0.027 0.251 -0.059 0.001
H 2.228 -3.437 -1.527 -0.058 -0.077 0.226 0.000
H 2.877 -2.928 0.050 -0.121 -0.125 -0.144 0.000
C -0.094 -2.353 -2.500 0.077 -0.058 0.428 -0.009
C -1.228 -1.884 -3.400 0.110 0.008 -0.387 0.001
H -0.104 -3.449 -2.402 -0.011 0.225 -0.221 0.004
H 0.881 -2.058 -2.915 -0.232 -0.285 -0.088 -0.003
H -1.171 -2.436 -4.348 -0.147 0.264 0.180 0.000
H -2.214 -2.074 -2.962 0.200 0.062 -0.143 0.001
H -1.151 -0.809 -3.633 -0.009 -0.283 0.064 0.006
C -1.846 -1.962 -0.245 -0.079 0.415 -0.237 0.020
C -2.087 -2.558 1.133 -0.138 -0.040 0.530 0.000
H -2.319 -2.585 -1.008 0.028 -0.050 0.088 -0.002
H -2.313 -0.968 -0.301 -0.128 -0.276 0.005 0.005
H -3.154 -2.801 1.244 0.312 0.089 0.009 0.000
H -1.523 -3.483 1.303 -0.222 0.250 -0.054 0.000
H -1.834 -1.850 1.938 0.007 -0.211 -0.240 0.000
N 2.735 1.211 4.773 -0.266 -0.317 -0.235 -0.001
C 1.991 1.130 3.633 0.843 -0.535 -0.116 -0.001
C 2.080 -0.002 2.771 -0.394 0.672 -0.720 0.004
C 1.561 0.119 1.474 0.458 -0.151 1.145 0.026
N 0.898 1.189 1.033 -0.912 0.358 -0.472 -0.006
C 0.611 2.144 1.928 0.764 -0.258 1.021 0.015
C 1.157 2.180 3.214 -0.278 -0.094 -0.711 0.003
H 3.421 0.508 5.023 -0.378 0.179 -0.220 0.000
H 2.777 2.067 5.295 -0.120 0.044 0.042 0.000
H 2.584 -0.918 3.069 0.032 0.219 0.004 0.000
H 1.674 -0.700 0.759 0.018 0.315 0.291 -0.019
H -0.085 2.927 1.637 0.391 -0.014 -0.030 0.001
H 0.983 3.026 3.866 -0.100 0.000 -0.019 0.001

No. 2
18
Properties=species:S:1:pos:R:3:forces:R:3:nbo_charge:R:1 method="wB97M-V/def2-TZVPD" total_charge=+1 relative_energy_kcal_mol=60.8
C 0.331 -0.797 -0.147 0.770 -1.498 1.319 0.484
C 0.457 1.453 0.121 -0.941 -4.961 -0.603 0.583
C -1.729 0.281 -0.326 1.873 -1.170 0.774 0.781
C 0.907 -2.208 0.051 1.638 -0.224 -3.067 -0.141
C 1.238 2.592 0.425 0.670 2.952 -0.602 -0.702
N 1.075 0.221 0.188 -0.191 1.999 -0.586 -0.503
N -0.868 1.396 -0.083 -2.065 3.130 -0.542 -0.581
N -1.158 -2.593 -0.768 0.409 1.617 1.334 -0.007
N -0.945 -0.850 -0.439 0.278 -1.804 -0.645 -0.357
O -2.897 0.301 -0.274 -1.598 0.704 -0.394 -0.482
O -0.251 -3.004 0.186 -0.604 -0.023 0.068 -0.309
H 1.518 -2.523 -0.944 -1.355 0.804 2.118 0.245
H 1.621 -2.271 0.901 -0.987 -0.125 -0.402 0.272
H 0.723 3.541 0.008 0.944 -1.312 1.211 0.262
H 2.287 2.527 -0.011 -1.435 -0.139 0.702 0.303
H 1.283 2.509 1.538 0.243 0.797 -0.595 0.300
H -1.512 2.253 -0.113 1.676 -1.118 0.253 0.463
H -2.078 -2.828 -0.313 0.672 0.371 -0.345 0.389

No. 3
19
Properties=species:S:1:pos:R:3:forces:R:3:nbo_charge:R:1 method="wB97M-V/def2-TZVPD" total_charge=0 relative_energy_kcal_mol=47.3 smiles=CC(C)[C@H]1O[C@H]1C
C 2.033 -0.436 1.048 -0.322 -0.142 -0.153 -0.610
C 0.822 -0.245 0.101 -0.621 -0.332 -0.210 -0.243
C 0.257 -1.444 -0.809 0.823 0.041 -0.108 -0.609
C -0.503 -0.081 0.799 -0.378 0.881 1.147 0.056
O -1.184 1.069 1.456 1.207 -0.285 0.131 -0.503
C -1.596 0.643 0.182 -0.281 -0.232 -0.634 0.050
C -1.311 1.644 -0.910 -0.067 0.078 -0.112 -0.641
H 2.980 -0.602 0.514 -0.376 -0.054 0.000 0.212
H 2.168 0.477 1.651 -0.154 -0.253 -0.259 0.221
H 1.885 -1.260 1.755 -0.020 0.024 -0.156 0.206
H 1.085 0.571 -0.590 -0.345 -0.160 0.307 0.211
H -0.647 -1.996 -0.454 0.808 0.640 0.241 0.215
H 1.026 -2.194 -0.938 0.262 -0.200 -0.397 0.213
H -0.050 -1.022 -1.776 0.331 -0.193 0.156 0.214
H -0.692 -0.979 1.383 -0.391 0.095 -0.059 0.185
H -2.548 0.124 0.118 -0.274 0.220 0.134 0.171
H -0.465 2.274 -0.611 -0.164 -0.170 -0.103 0.223
H -2.178 2.294 -1.046 0.053 -0.014 -0.062 0.221
H -1.082 1.164 -1.869 -0.090 0.056 0.137 0.208

no.,total energy (eV)
1,-159317.6287
2,-15343.5095
3,-8462.3023